Here is a 12-piece molecular cluster, C6H34O11 overall in a non-equilibrium geometry from the Open Molecules 2025 dataset. Energies are from wB97M-V/def2-TZVPD.

Geometry as XYZ:
```
51
Properties=species:S:1:pos:R:3
O -2.59 2.97 0.15
O -2.43 2.12 -2.27
O 0.70 -2.04 -0.53
O 3.28 -0.17 2.51
O -1.17 -2.77 -2.41
O -2.37 -0.45 -2.86
O -0.57 -3.14 1.42
O 0.65 -1.56 3.13
O 3.03 -2.76 0.71
O -0.39 3.12 1.59
O 1.04 1.06 2.69
C 0.15 1.38 -1.59
C 2.30 0.03 -1.67
C 1.74 1.39 -1.73
C -1.85 0.00 1.47
C -0.33 0.92 -0.28
C -1.47 0.32 0.07
H -1.00 0.20 2.09
H -1.70 2.82 0.63
H -2.32 0.21 -0.72
H 0.03 2.35 1.90
H 3.23 -0.13 -2.24
H 1.92 1.37 2.79
H -2.47 -0.37 -3.81
H -0.31 2.45 -1.96
H -0.01 3.85 1.95
H -1.75 -1.97 -2.26
H -3.17 2.65 -2.37
H 2.66 -3.47 1.35
H 3.90 -0.54 1.91
H -0.03 -1.32 3.67
H 0.23 -2.19 2.58
H 2.65 -0.91 2.56
H -2.63 0.72 1.78
H 0.38 -2.69 -1.25
H 2.16 2.14 -1.01
H -1.86 -3.39 -2.50
H 1.89 -0.85 -2.17
H 0.02 -3.87 1.42
H -0.12 0.83 -2.57
H 1.22 0.05 2.51
H 2.32 -2.54 0.13
H 0.42 1.14 0.54
H 1.89 1.61 -2.77
H 2.45 -0.45 -0.68
H -0.10 -2.52 0.73
H -2.87 0.33 -2.63
H 0.38 -1.19 -0.73
H -2.87 3.80 0.43
H -2.19 -1.04 1.81
H -2.09 2.47 -1.52
```

Computed properties:
LUMO level = 0.433 eV
relative energy (zero: lowest compared OMol25 entry of this formula, charge and spin) = 104.7 kcal/mol
spin multiplicity = 1
SMILES = C/C=C/CCC.O.O.O.O.O.O.O.O.O.O.O
total energy = -1076.52903 Ha